[1]
DFT (the ωB97M-V functional and the def2-TZVPD basis) results for C2HN3O2 in the gas phase at a distorted geometry.

Each line ends with the Mulliken charge.
CARTESIAN COORDINATES (ANGSTROEM)
1 O 1.317 1.490 1.072  -0.4817
2 C 0.620 0.670 0.582  0.6285
3 C 0.675 -0.634 -0.035  -0.1780
4 N -0.280 -1.188 -0.808  -0.2608
5 O -1.514 -0.663 -0.898  0.0402
6 N -1.697 0.398 -0.220  0.0434
7 N -0.713 1.067 0.430  -0.2148
8 H 1.592 -1.141 -0.122  0.4233

Values from the calculation:
Kohn-Sham gap (eV): 9.260
E (eV): -10649.482
HOMO energy (eV): -10.39
SMILES: O=c1cnonn1
Max |F| (Eh/bohr): 0.1353

[2]
DFT (the ωB97M-V functional and the def2-TZVPD basis) results for 2 unconnected molecules or ions with the total composition C5H8O2 at a distorted geometry.

Each line ends with the Mulliken charge.
CARTESIAN COORDINATES (ANGSTROEM)
1 C -0.832 1.039 0.743  -0.8626
2 C 0.480 0.826 0.634  0.4031
3 C 1.304 1.111 -0.587  -0.9477
4 O 1.216 0.335 1.690  -0.5207
5 H -1.359 0.823 1.667  0.2722
6 H -1.402 1.445 -0.087  0.3674
7 H 1.922 2.001 -0.427  0.3216
8 H 1.984 0.272 -0.772  0.2704
9 H 0.682 1.270 -1.472  0.2908
10 H 1.057 -0.626 1.756  0.3828
11 C -1.208 -1.586 -1.125  -0.9069
12 C -0.732 -1.813 0.076  0.9283
13 O -0.306 -2.087 1.134  -0.4534
14 H -1.544 -2.428 -1.713  0.2853
15 H -1.263 -0.582 -1.517  0.1693

Values from the calculation:
Kohn-Sham gap (eV): 10.250
E (eV): -9407.859
HOMO energy (eV): -9.45
SMILES: C=C(C)O.C=C=O
Max |F| (Eh/bohr): 0.0202

[3]
DFT (the ωB97M-V functional and the def2-TZVPD basis) results for 2 unconnected molecules or ions with the total composition C4H6O2S2 at a distorted geometry.

Each line ends with the Mulliken charge.
CARTESIAN COORDINATES (ANGSTROEM)
1 C 2.834 -1.159 -0.408  -0.7278
2 C 0.662 -0.472 0.381  0.5722
3 C -0.258 0.704 0.166  0.2039
4 C -1.740 0.494 0.544  -0.4395
5 H 2.970 -1.566 0.660  0.2724
6 H 3.704 -0.583 -0.578  0.2839
7 H 2.525 -1.952 -0.948  0.3353
8 H -2.159 1.489 0.037  0.2347
9 H -2.140 0.199 1.589  0.3193
10 H -2.197 -1.944 0.961  0.1475
11 O 1.812 -0.167 -0.359  -0.2657
12 O 0.379 -1.473 0.946  -0.5090
13 S 0.434 2.115 -0.044  -0.2205
14 S -2.261 -0.861 -0.613  -0.2066

Values from the calculation:
Kohn-Sham gap (eV): 7.694
E (eV): -30006.561
HOMO energy (eV): -8.85
Max |F| (Eh/bohr): 0.1061